Record 1
Here is C6H6Cl2FeN2O3Pr as an isolated structure from OMol25. Energies are from the ωB97M-V functional and the def2-TZVPD basis.

CARTESIAN COORDINATES (ANGSTROEM)
Pr1 -0.707 -0.218 -3.175
Fe1 0.133 0.004 -0.856
Cl1 -0.857 2.039 -1.894
Cl2 1.640 -0.901 -2.115
C1 -1.077 -1.439 -0.641
C2 0.063 0.673 -5.911
C3 0.366 -0.601 -5.642
O1 -1.393 -2.342 0.036
O2 0.035 1.536 -6.727
O3 0.861 -1.473 -6.310
C4 1.181 -0.496 3.932
N1 0.163 0.335 3.245
C5 -0.949 0.879 4.042
C6 0.091 0.405 1.968
N2 -0.167 0.638 0.843
H1 1.029 -0.336 5.008
H2 2.190 -0.170 3.642
H3 1.066 -1.551 3.690
H4 -1.110 1.922 3.768
H5 -1.885 0.353 3.780
H6 -0.672 0.743 5.097

## Properties
- charge = +4
- gap between HOMO and LUMO (spin up / spin down) (eV) = 5.266 / 4.162
- spin multiplicity = 8

---

Record 2
Here is C6H6Cl2O4PmTi as an isolated structure from OMol25. Energies are from the ωB97M-V functional and the def2-TZVPD basis.

CARTESIAN COORDINATES (ANGSTROEM)
Ti1 0.373 -0.804 -4.415
Pm1 -0.285 -0.314 -0.609
Cl1 -1.547 -0.487 -3.070
Cl2 1.451 -1.481 -2.346
C1 -1.251 -2.056 0.930
C2 -0.590 0.247 -5.794
C3 0.322 -2.171 -5.774
O1 -1.622 -2.813 1.721
O2 -1.198 0.782 -6.649
O3 0.227 -3.025 -6.613
C4 0.091 2.430 3.150
C5 0.373 1.062 2.634
C6 0.782 0.061 3.634
O4 0.162 0.744 1.424
H1 0.514 2.492 4.138
H2 -0.983 2.605 3.263
H3 0.517 3.250 2.576
H4 -0.026 -0.653 3.840
H5 1.697 -0.474 3.370
H6 0.994 0.604 4.590

## Properties
- charge = +4
- gap between HOMO and LUMO (spin up / spin down) (eV) = 5.416 / 5.839
- spin multiplicity = 6

---

no.,E (eV)
1,-88887.201
2,-79175.642